A structure of composition C14H23N4SiTl. Source: the OMol25 dataset; level of theory: wB97M-V/def2-TZVPD.

Output
Molar mass: 479.83 Da
Orbital gap: 6.65 eV
Energy: -1227.68142 hartree
Maximum force: 0.675 eV/A

Structure (ORCA input):
```
! wB97M-V def2-TZVPD RIJCOSX def2/J DEFGRID3
* xyz 2 1
Tl 0.013 -0.850 -1.545
C 2.615 -0.562 1.043
N 2.151 0.148 -0.188
C 2.444 1.598 0.025
N 3.840 1.843 0.288
C 4.248 1.101 1.485
N 4.014 -0.338 1.313
C 4.810 -0.797 0.170
N 4.433 -0.076 -1.051
C 3.038 -0.306 -1.311
C 4.641 1.363 -0.843
H 2.435 -1.634 0.917
H 2.023 -0.197 1.888
H 1.853 1.938 0.881
H 2.137 2.151 -0.867
H 3.688 1.461 2.350
H 5.310 1.266 1.658
H 4.652 -1.867 0.021
H 5.865 -0.623 0.374
H 2.879 -1.382 -1.462
H 2.748 0.243 -2.216
H 4.360 1.904 -1.748
H 5.695 1.542 -0.638
C -3.036 0.761 2.121
Si -1.517 1.128 3.120
C -0.723 2.790 2.938
C -0.773 -0.231 4.080
C 0.063 0.039 5.177
C 0.678 -0.995 5.855
C 0.480 -2.310 5.445
C -0.362 -2.592 4.373
C -0.991 -1.567 3.695
H -3.937 1.005 2.692
H -3.104 -0.297 1.865
H -3.068 1.347 1.201
H -1.228 3.533 3.565
H -0.818 3.132 1.905
H 0.332 2.798 3.213
H 0.212 1.059 5.513
H 1.312 -0.785 6.705
H 0.980 -3.116 5.964
H -0.531 -3.620 4.082
H -1.657 -1.805 2.874
*
```